# 1
11
Properties=species:S:1:pos:R:3:forces:R:3:lowdin_charge:R:1 method="wB97M-V/def2-TZVPD" e_above_lowest_kj_mol=271.2 multiplicity=1 homo_ev=-9.50
H -1.85796 -0.88566 1.50863 0.08 0.08 0.04 0.062
N -0.98171 -0.53405 1.12475 -0.16 0.10 -0.32 0.156
C -1.17416 -0.04735 -0.02639 0.16 -0.11 0.28 -0.563
O -2.36280 0.05231 -0.64460 0.06 0.03 -0.11 0.081
N -0.12370 0.49913 -0.82033 -0.18 0.16 0.10 0.057
N 0.81185 -0.70357 -1.38455 0.32 0.14 0.27 0.231
C 1.13410 0.04747 -0.43317 -0.01 -0.24 -0.25 -0.554
N 2.09950 0.42415 0.41230 -0.10 -0.11 0.01 0.190
H -2.19952 0.42884 -1.52331 -0.05 -0.04 0.12 0.114
H 2.84690 -0.23732 0.56786 -0.08 0.10 -0.05 0.114
H 1.80751 0.95604 1.21883 -0.05 -0.10 -0.09 0.111

***

# 2
9
Properties=species:S:1:pos:R:3:forces:R:3:lowdin_charge:R:1 method="wB97M-V/def2-TZVPD" e_above_lowest_kj_mol=88.6 multiplicity=1 homo_ev=-9.76
B 0.02602 1.16871 -0.08252 0.74 -0.13 0.16 -0.036
C -1.28835 0.12737 -0.00557 3.83 2.87 -0.28 -0.023
C 0.89121 -0.13904 0.22372 0.75 -1.77 -0.28 -0.197
C -0.39904 -0.87611 -0.07178 -1.42 -1.17 -0.67 -0.138
H 0.69610 2.34501 -0.42187 -2.18 -2.25 0.49 0.082
H -2.28568 0.30758 -0.15005 -2.40 -0.35 -0.26 0.028
H 1.77455 -0.48128 -0.31156 0.03 0.47 -1.15 0.077
H 1.26661 -0.48634 1.16343 -0.28 0.64 1.48 0.074
H -0.68141 -1.96589 -0.34378 0.94 1.68 0.50 0.133

***

# 3
48
Properties=species:S:1:pos:R:3:forces:R:3:lowdin_charge:R:1 method="wB97M-V/def2-TZVPD" smiles=CO.CO.CO.CO.CO.CO.CO.CO e_above_lowest_kj_mol=458.2 multiplicity=1 homo_ev=-10.15
C 2.93400 -4.89086 -0.96871 0.63 0.26 0.52 -0.178
O 3.30110 -5.91355 -1.86782 -0.38 -0.18 -0.16 -0.118
H 2.76780 -3.94538 -1.48499 -0.11 0.12 0.02 0.074
H 2.07694 -5.13447 -0.34084 -0.22 -0.12 -0.14 0.074
H 3.78022 -4.77118 -0.29218 -0.01 0.15 -0.03 0.078
H 2.52660 -6.06622 -2.41411 0.09 -0.23 -0.22 0.071
C 0.67219 0.21888 -6.47627 -1.06 0.06 0.62 -0.194
O 1.45972 0.41911 -7.60335 0.85 -0.23 -0.74 -0.109
H -0.38130 0.03291 -6.68523 -0.16 0.04 -0.36 0.074
H 0.98136 -0.66889 -5.92457 0.45 0.13 -0.06 0.079
H 0.69345 1.09358 -5.82623 0.16 0.01 0.25 0.072
H 0.98263 0.78388 -8.35230 -0.24 -0.01 0.29 0.079
C -4.73268 -3.75008 1.80711 0.20 0.57 0.21 -0.168
O -3.52368 -3.92078 1.08711 0.12 -0.91 -0.06 -0.125
H -5.30551 -2.99881 1.26343 -0.50 0.02 0.52 0.078
H -5.32478 -4.65347 1.95338 0.32 -0.33 -0.85 0.075
H -4.51516 -3.48017 2.84052 -0.04 0.65 0.07 0.069
H -3.18552 -3.05857 0.83443 -0.10 0.01 0.09 0.071
C 0.19827 1.55493 -0.53961 0.12 -0.38 -0.94 -0.168
O -0.72246 0.51093 -0.27617 -0.08 0.08 0.79 -0.126
H 1.12605 1.08079 -0.85978 0.03 0.13 0.03 0.078
H -0.22041 2.10199 -1.38431 0.39 0.56 -0.01 0.073
H 0.41122 2.21022 0.30499 -0.14 -0.04 0.09 0.077
H -1.40995 0.93531 0.24234 -0.34 -0.35 0.05 0.066
C -4.88702 1.82996 4.17048 -0.04 0.25 0.45 -0.177
O -4.58065 1.87790 2.79862 -0.05 -0.34 -0.54 -0.123
H -5.07800 0.80176 4.47778 0.23 -0.04 -0.25 0.079
H -4.05575 2.23543 4.74727 0.02 -0.07 0.28 0.074
H -5.78914 2.38839 4.42038 -0.10 0.16 -0.05 0.074
H -4.52359 2.79231 2.51190 -0.04 0.03 0.10 0.073
C 0.49059 -1.68570 4.93636 0.01 0.08 -1.60 -0.186
O 1.51192 -0.93728 5.52837 0.18 0.42 0.75 -0.116
H 0.89974 -1.95376 3.96227 0.08 -0.75 0.14 0.079
H 0.17092 -2.55423 5.51217 0.01 0.00 -0.03 0.080
H -0.34707 -1.07203 4.60495 -0.45 0.16 0.60 0.071
H 1.14102 -0.51939 6.30901 0.18 0.11 0.13 0.072
C 6.64998 -0.16068 2.35155 -0.80 0.51 1.18 -0.151
O 5.99586 -1.14842 3.17720 0.85 0.01 -0.51 -0.132
H 7.13170 0.61453 2.94745 0.28 -0.09 0.42 0.065
H 7.44424 -0.59360 1.74339 -0.61 -0.29 -0.17 0.080
H 5.86773 0.40217 1.84227 0.25 -0.26 -0.89 0.072
H 5.32649 -0.71336 3.71038 0.02 0.10 -0.03 0.066
C -1.11335 6.47973 -4.74817 -0.07 0.33 -0.58 -0.165
O -1.44629 7.86120 -4.77477 0.20 0.21 0.37 -0.128
H -1.51591 6.03752 -5.65949 0.08 -0.51 0.09 0.074
H -0.02640 6.40396 -4.77828 -0.07 0.05 0.03 0.078
H -1.47562 5.96027 -3.86103 -0.13 0.01 0.05 0.071
H -2.38133 7.96332 -4.96679 0.00 -0.10 0.04 0.070

***

# 4
18
Properties=species:S:1:pos:R:3:forces:R:3:lowdin_charge:R:1 method="wB97M-V/def2-TZVPD" smiles="O=c1nc2c(c[nH]1)CCON2" e_above_lowest_kj_mol=124.3 multiplicity=1 homo_ev=-8.75
O 2.71189 -2.03106 1.76105 -0.21 -0.31 0.06 0.030
C 1.74017 -1.54693 1.20104 2.13 -0.03 1.52 -0.553
N 1.14899 -0.41228 1.70974 0.17 -0.47 -0.13 0.188
C 0.28960 0.17727 0.96170 -2.15 0.61 -0.89 -0.279
C -0.14121 -0.32348 -0.34608 1.03 -0.73 -1.23 -0.126
C 0.49631 -1.45408 -0.84833 -0.67 1.19 2.46 0.009
N 1.34520 -2.14952 0.02215 -1.32 1.12 -1.75 0.115
C -1.19861 0.44371 -1.12811 0.38 -0.10 0.40 -0.124
C -1.25675 1.90297 -0.66191 0.56 -0.24 -0.13 -0.174
O -1.38110 1.96962 0.76667 -0.01 -0.35 0.44 -0.094
N -0.30560 1.33550 1.42761 0.96 -1.02 -0.94 0.075
H 0.25915 -1.85377 -1.82304 0.17 -0.16 0.01 0.125
H 1.96973 -2.88936 -0.28170 -0.28 0.24 0.02 0.156
H -2.14672 -0.00852 -0.88421 -0.57 -0.16 -0.16 0.112
H -1.01487 0.34396 -2.20989 -0.15 0.22 0.35 0.125
H -2.10691 2.46695 -1.08023 0.24 -0.39 0.43 0.134
H -0.34094 2.40613 -0.95906 0.26 0.22 -0.02 0.122
H -0.06834 1.62288 2.37260 -0.54 0.35 -0.42 0.160

***

no.,orbital gap (eV)
1,10.288
2,10.291
3,10.300
4,9.263